Entry 1:
{
  "formula": "C15H33N3OP",
  "method": "the ωB97M-V functional and the def2-TZVPD basis",
  "species": ["P", "O", "N", "N", "N", "C", "C", "C", "C", "C", "C", "C", "C", "C", "C", "C", "C", "C", "C", "C", "H", "H", "H", "H", "H", "H", "H", "H", "H", "H", "H", "H", "H", "H", "H", "H", "H", "H", "H", "H", "H", "H", "H", "H", "H", "H", "H", "H", "H", "H", "H", "H", "H"],
  "xyz": [[2.477, -3.881, 0.577], [1.004, -4.500, 0.323], [2.210, -2.244, -0.136], [0.323, -2.266, -1.472], [0.261, -1.253, 0.620], [-1.633, 3.851, 0.001], [-1.960, 2.825, 1.040], [-0.230, 4.397, 0.151], [3.619, 1.149, -0.280], [3.827, -0.320, -0.038], [-3.216, 2.016, 0.720], [2.226, -3.529, 2.327], [-1.988, 0.337, -1.571], [1.353, -0.236, 0.808], [-1.106, -2.082, -1.794], [-3.117, -0.099, -0.639], [-1.438, -0.771, -2.451], [-3.060, 0.502, 0.733], [0.891, -1.962, -0.374], [2.662, -1.062, 0.611], [0.412, 3.977, -0.602], [2.905, 1.318, -1.066], [4.659, -0.413, 0.633], [2.998, -1.286, 1.603], [-2.177, 0.184, 1.262], [-1.116, 2.145, 1.093], [-1.675, -2.293, -0.913], [3.048, -2.929, 2.659], [0.255, -1.858, 1.438], [-3.970, 2.285, 1.428], [-3.538, 2.315, -0.261], [-3.909, 0.114, 1.265], [1.253, 0.201, 1.777], [0.192, 4.144, 1.106], [-0.197, 5.462, 0.017], [-2.342, 4.656, 0.040], [-2.381, 1.066, -2.251], [-1.708, 3.370, -0.958], [1.229, 0.446, -0.009], [0.919, -2.696, -2.173], [-3.194, -1.172, -0.575], [-2.025, 3.282, 2.007], [-4.051, 0.241, -1.046], [4.128, -0.818, -0.939], [2.248, -4.458, 2.863], [-1.309, -2.867, -2.494], [3.261, 1.633, 0.607], [-0.556, -0.418, -2.963], [1.326, -2.996, 2.572], [-1.222, 0.855, -1.027], [-2.168, -0.971, -3.211], [1.047, -5.008, -0.510], [4.553, 1.614, -0.529]],
  "forces_ev_per_a": [[1.09, -0.07, 0.11], [-0.50, -0.63, -1.13], [-0.10, 0.10, -0.18], [-0.40, -0.25, -0.81], [-0.26, 1.11, 0.24], [0.31, 0.13, 0.08], [0.07, -0.74, -0.22], [0.01, 0.06, -0.25], [-0.14, -0.14, -0.05], [0.07, -0.06, 0.13], [0.72, 0.15, 0.24], [0.23, 0.30, -0.27], [-0.32, -0.31, 0.06], [-0.17, -1.30, -0.45], [0.49, -0.46, -0.19], [0.21, 0.21, -0.28], [0.13, 0.41, 0.26], [-0.36, 0.09, 0.25], [0.32, -0.90, 0.09], [0.14, 1.12, 0.56], [0.46, -0.25, -0.35], [-0.24, 0.28, -0.46], [0.59, -0.15, 0.32], [0.07, -0.64, 0.46], [0.47, -0.05, 0.27], [0.37, -0.31, 0.09], [-0.23, 0.01, 0.54], [0.58, 0.16, 0.43], [-0.28, 0.02, 0.12], [-0.69, 0.25, 0.28], [-0.48, 0.21, -0.46], [-0.35, -0.44, 0.47], [0.04, 0.55, 0.40], [0.22, 0.04, 0.60], [0.10, 0.55, 0.06], [-0.54, 0.36, -0.12], [-0.14, 0.60, -0.40], [-0.27, -0.06, -0.65], [-0.09, 0.76, -0.05], [-0.08, 0.14, 0.06], [-0.02, -0.47, 0.07], [-0.06, 0.31, 0.67], [-0.61, -0.03, -0.49], [0.03, -0.30, -0.57], [0.00, -0.58, 0.26], [-0.17, -0.58, -0.34], [-0.25, 0.40, 0.55], [0.35, 0.17, -0.39], [-0.61, 0.10, 0.11], [0.64, 0.08, 0.47], [-0.41, -0.20, -0.45], [-0.38, -0.02, 0.59], [0.41, 0.27, -0.31]],
  "mulliken_charge": [0.03, -0.46, 0.22, 0.10, 0.04, -0.33, -0.29, -1.30, -1.43, -0.83, -1.03, -0.94, 0.02, -1.12, -0.66, -0.95, -1.18, -0.71, -0.76, 0.61, 0.31, 0.33, 0.35, 0.35, 0.25, -0.12, 0.42, 0.37, 0.32, 0.48, 0.50, 0.35, 0.47, 0.32, 0.36, 0.47, 0.64, 0.18, 0.40, 0.36, 0.56, 0.52, 0.41, 0.39, 0.44, 0.46, 0.39, 0.36, 0.31, -0.23, 0.45, 0.33, 0.47],
  "energy_ev": -31890.6540,
  "fmax_ev_per_a": 1.4,
  "smiles": "CCCCCCCCCNC1=[N+](P(C)O)[C@@H](CC)CN1",
  "orbital_gap_ev": 9.57,
  "lumo_ev": -3.18,
  "e_above_lowest_kcal_mol": 0.00,
  "charge": 1,
  "spin_multiplicity": 1
}

---

Entry 2:
{
  "formula": "C16H31NO2",
  "method": "the ωB97M-V functional and the def2-TZVPD basis",
  "species": ["O", "O", "N", "C", "C", "C", "C", "C", "C", "C", "C", "C", "C", "C", "C", "C", "C", "C", "C", "H", "H", "H", "H", "H", "H", "H", "H", "H", "H", "H", "H", "H", "H", "H", "H", "H", "H", "H", "H", "H", "H", "H", "H", "H", "H", "H", "H", "H", "H", "H"],
  "xyz": [[-0.326, 0.208, -0.249], [0.876, -1.768, -0.413], [0.053, 0.357, 3.297], [-1.147, 1.015, 3.751], [-2.365, -1.319, 4.543], [-0.182, -0.955, 4.082], [-1.350, 2.220, -4.659], [1.399, -0.179, -2.098], [0.803, 0.751, -2.955], [0.295, -1.011, -1.238], [-0.328, 1.175, -5.091], [-0.414, -0.444, 0.932], [3.825, 0.508, -1.879], [-2.486, 0.379, 3.714], [2.465, 0.558, -1.190], [0.177, 0.078, -4.035], [-1.280, -1.899, 4.155], [0.305, 0.159, 1.919], [-0.183, -1.904, 0.732], [-2.250, -0.756, 5.655], [0.209, -0.607, 5.094], [-2.994, -0.028, 2.656], [-0.272, -1.108, -1.920], [-3.430, -1.730, 4.466], [4.767, 0.986, -1.145], [2.789, -0.466, -0.416], [3.720, 1.265, -2.701], [-1.151, 1.822, 3.141], [0.984, -1.663, 3.795], [0.494, 1.761, -5.406], [1.915, 1.216, -0.727], [-1.144, 1.202, 4.728], [-1.629, 2.688, -5.506], [0.559, -2.531, 1.665], [0.156, 1.453, -2.516], [0.698, -0.480, -4.741], [-0.766, 0.740, -6.050], [4.180, -0.291, -2.236], [-0.885, 2.803, -4.006], [-1.393, -0.415, 1.084], [0.382, 1.281, 1.649], [-2.384, 1.649, -4.273], [-0.908, -2.546, 0.428], [-1.050, -2.831, 4.723], [-3.436, 0.893, 4.081], [-0.684, -0.454, -3.973], [1.995, -1.077, -2.569], [1.445, 0.110, 2.017], [1.444, 1.323, -3.410], [-1.499, -2.136, 3.098]],
  "forces_ev_per_a": [[1.41, -1.48, -4.34], [-1.11, -4.01, 3.52], [-3.39, -5.08, 3.63], [-1.09, -0.79, -3.29], [-10.54, 10.61, 5.85], [10.18, -0.11, 1.03], [-3.17, -6.30, 0.67], [3.51, -3.74, 4.50], [-2.71, -1.40, 0.19], [9.21, 9.71, 5.74], [-1.48, -1.02, -0.79], [-1.43, -3.36, -2.09], [-0.47, 11.31, 3.57], [-4.31, -5.82, -2.58], [3.19, -11.26, -0.63], [-2.63, 3.03, -5.42], [5.62, -5.09, -4.71], [6.47, 7.36, 3.62], [7.78, -1.29, 2.01], [-0.45, -2.03, -2.26], [-1.13, -0.64, -0.70], [1.94, 1.26, 2.02], [-9.23, -3.10, -7.85], [1.79, 0.21, 0.09], [-2.78, -1.29, -1.98], [-1.64, 3.25, -1.09], [0.82, -0.55, 0.17], [-0.53, 3.49, -1.29], [-3.45, 1.79, 0.57], [1.39, 0.44, -0.48], [-1.53, 4.53, 2.74], [1.36, 1.53, 4.13], [-0.99, 2.09, -2.63], [-2.62, 2.16, -2.76], [-1.18, 0.57, 1.26], [2.23, -1.40, -0.35], [0.79, -0.13, 1.22], [1.93, -6.68, -2.41], [1.10, 2.87, 3.18], [-4.60, 0.34, 1.92], [-0.55, -1.23, -0.38], [2.74, 1.71, -0.48], [-2.41, -1.52, -0.99], [0.35, 0.53, -0.54], [1.90, -0.24, 0.32], [-2.70, -1.89, 1.54], [-1.18, 1.75, 0.05], [-1.16, -1.41, -1.23], [4.33, 3.30, -2.20], [0.41, -0.97, -0.07]],
  "mulliken_charge": [-0.63, -0.42, 0.20, -1.37, -1.03, -1.10, -1.28, 0.48, -1.43, -1.33, -0.82, 0.85, -1.48, -0.40, -0.83, -0.53, 0.68, -1.45, -0.69, 0.26, 0.46, 0.16, 1.33, 0.30, 0.25, 0.00, 0.33, 0.60, 0.19, 0.39, 0.86, 0.69, 0.46, 0.20, 0.26, 0.28, 0.40, 0.55, 0.42, 0.41, 0.57, 0.19, 0.44, 0.27, 0.39, 0.43, 0.48, 0.19, 0.90, -0.10],
  "energy_ev": -22663.6289,
  "fmax_ev_per_a": 16.1,
  "orbital_gap_ev": 9.65,
  "lumo_ev": 0.74,
  "e_above_lowest_kcal_mol": 411.32,
  "spin_multiplicity": 1
}

---

Entry 3:
{
  "formula": "C4H15N4",
  "method": "the ωB97M-V functional and the def2-TZVPD basis",
  "species": ["N", "N", "N", "N", "C", "C", "C", "C", "H", "H", "H", "H", "H", "H", "H", "H", "H", "H", "H", "H", "H", "H", "H"],
  "xyz": [[-2.778, 1.470, -0.299], [0.423, 1.095, -2.205], [1.307, -1.054, -0.707], [0.914, -1.276, 3.009], [1.693, -1.181, 0.739], [0.439, -1.178, 1.612], [-1.397, 1.529, -0.666], [-0.936, 0.908, -1.748], [-2.970, 0.626, 0.235], [1.090, -0.333, 3.345], [0.177, -1.625, 3.611], [-0.741, 2.059, 0.023], [-1.608, 0.364, -2.396], [-3.000, 2.260, 0.301], [0.762, 2.014, -1.993], [2.220, -2.124, 0.840], [-0.170, -2.064, 1.420], [0.428, -1.545, -0.840], [2.309, -0.360, 1.099], [1.958, -1.550, -1.313], [1.150, -0.064, -1.142], [0.439, 1.033, -3.214], [-0.160, -0.275, 1.486]],
  "forces_ev_per_a": [[0.50, -0.14, 0.35], [-0.34, -0.83, 0.03], [0.13, 0.43, -0.26], [-0.23, 0.41, -0.32], [-0.72, 0.02, 0.33], [0.37, -0.40, 1.09], [-0.52, -0.56, 0.22], [0.09, 1.19, 0.06], [-0.19, 0.12, -0.14], [0.19, -0.17, 0.08], [0.03, -0.17, -0.07], [0.19, 0.31, -0.37], [0.07, -0.05, -0.08], [-0.09, -0.19, -0.12], [0.07, 0.54, 0.28], [0.08, 0.05, 0.21], [-0.08, 0.10, -0.22], [-0.30, 0.03, 0.01], [0.31, 0.03, -0.59], [0.26, 0.22, 0.03], [0.10, -0.70, 0.06], [0.17, -0.21, -0.07], [-0.09, 0.01, -0.51]],
  "mulliken_charge": [-0.62, -0.65, -0.25, -0.63, -0.50, -0.48, -0.25, -0.25, 0.24, 0.24, 0.26, 0.30, 0.39, 0.29, 0.23, 0.34, 0.45, 0.36, 0.29, 0.39, 0.38, 0.24, 0.23],
  "energy_ev": -10344.7753,
  "fmax_ev_per_a": 1.2,
  "orbital_gap_ev": 9.18,
  "lumo_ev": -2.98,
  "e_above_lowest_kcal_mol": 46.26,
  "charge": 1,
  "spin_multiplicity": 1
}

---

Entry 4:
{
  "formula": "H36O18",
  "method": "the ωB97M-V functional and the def2-TZVPD basis",
  "species": ["O", "O", "O", "O", "O", "O", "O", "O", "O", "O", "O", "O", "O", "O", "O", "O", "O", "O", "H", "H", "H", "H", "H", "H", "H", "H", "H", "H", "H", "H", "H", "H", "H", "H", "H", "H", "H", "H", "H", "H", "H", "H", "H", "H", "H", "H", "H", "H", "H", "H", "H", "H", "H", "H"],
  "xyz": [[2.030, 0.966, 1.357], [1.390, -2.525, -4.572], [1.419, -1.559, 5.151], [1.508, 2.976, -2.817], [-2.127, -1.384, 0.634], [-0.190, 3.463, 1.036], [0.251, 1.593, -0.485], [0.521, -1.930, 1.670], [-1.492, -4.818, -3.182], [1.775, -1.668, -2.137], [-3.386, 3.402, 3.330], [-3.376, -2.823, 2.930], [3.398, 0.081, -3.849], [3.026, 3.149, 0.102], [-6.234, 1.971, 1.522], [-1.136, 1.678, 2.876], [-2.085, -1.218, -2.986], [3.012, -1.810, 0.695], [3.442, 4.067, -0.188], [-2.964, -2.596, 2.074], [-1.016, -4.089, -2.749], [-2.204, -0.325, -3.271], [-1.395, -0.817, 0.770], [2.618, 0.558, 0.772], [2.727, -1.628, 1.674], [1.948, -2.372, -5.269], [-2.133, -4.347, -3.571], [2.221, 3.195, -0.481], [3.813, -2.402, 0.471], [2.068, -2.501, -3.977], [-3.443, 3.896, 2.454], [4.149, -0.642, -3.829], [1.963, 3.716, -3.363], [-0.145, 0.743, -0.320], [1.981, 1.916, 1.398], [-2.704, -1.123, 1.278], [1.078, -1.670, -1.711], [-5.609, 2.833, 1.789], [-2.324, -0.928, -2.122], [-0.124, -2.534, 1.273], [0.572, 2.672, 1.052], [-5.679, 1.259, 1.181], [-1.517, 0.830, 2.940], [2.556, -0.440, -3.646], [0.488, -1.587, 5.130], [1.077, 1.403, -1.024], [2.384, -1.165, -1.575], [1.845, 2.153, -3.239], [-2.391, 3.747, 3.596], [-0.195, 3.376, 0.011], [-0.457, 1.406, 2.226], [1.379, -2.207, 1.365], [-4.145, -2.216, 3.264], [1.833, -1.726, 4.341]],
  "forces_ev_per_a": [[-2.21, -0.83, 2.69], [-3.39, -0.48, -0.27], [1.29, 0.55, 2.64], [1.47, 1.08, -1.63], [1.18, -1.69, -2.88], [3.44, -2.65, -2.54], [1.51, -0.58, -2.35], [-1.13, 0.20, 0.24], [3.86, -1.74, 2.64], [11.23, 0.85, -5.67], [3.55, 2.71, -0.77], [-1.53, 1.12, 1.05], [0.64, -2.94, 0.47], [0.17, 3.29, -2.06], [1.92, 3.40, 1.02], [1.44, 0.17, -1.06], [0.15, 0.02, -0.02], [0.48, -0.23, 0.88], [-0.99, -2.83, 1.19], [-0.90, 0.05, 0.76], [0.20, -0.58, -0.09], [0.24, 0.98, -2.07], [1.51, 0.73, 0.26], [1.64, 0.13, -1.44], [2.36, -0.63, -2.41], [1.26, 0.54, -4.06], [-4.06, 2.37, -2.59], [0.91, -0.23, 0.61], [-1.95, 1.38, 1.70], [1.99, -0.25, 3.88], [-0.01, -1.01, 1.53], [-2.32, 2.24, -0.06], [-1.15, -1.91, 1.39], [-0.06, -0.47, 0.11], [1.42, 0.17, -0.49], [-2.68, 1.29, 2.50], [-11.12, -0.36, 6.27], [-2.24, -3.97, -1.13], [-0.37, -1.08, 2.23], [0.25, 0.01, 0.25], [-3.34, 3.30, 0.50], [0.31, 0.53, 0.17], [-1.44, -1.53, 1.00], [1.52, 0.77, -0.41], [-1.47, -0.17, -0.71], [-1.60, 0.23, 0.87], [0.06, -0.35, -0.07], [-0.17, 0.78, 0.26], [-3.67, -1.69, -0.85], [-0.68, 0.76, 2.47], [0.06, 1.01, 0.41], [-0.11, -0.58, -0.78], [2.41, -1.49, -1.67], [0.12, -0.38, -1.90]],
  "mulliken_charge": [-0.49, -0.52, -0.60, -0.62, -0.63, -0.66, -0.40, -0.59, -0.60, -0.48, -0.64, -0.65, -0.67, -0.62, -0.65, -0.46, -0.54, -0.63, 0.29, 0.38, 0.30, 0.30, 0.29, 0.29, 0.34, 0.29, 0.29, 0.34, 0.28, 0.24, 0.30, 0.33, 0.30, 0.14, 0.36, 0.24, 0.12, 0.34, 0.24, 0.32, 0.10, 0.31, 0.24, 0.36, 0.30, 0.20, 0.32, 0.32, 0.32, 0.39, 0.32, 0.31, 0.32, 0.30],
  "energy_ev": -37433.5718,
  "fmax_ev_per_a": 12.8,
  "orbital_gap_ev": 9.94,
  "lumo_ev": -0.71,
  "e_above_lowest_kcal_mol": 206.14,
  "spin_multiplicity": 1
}